This record from the Open Molecules 2025 dataset describes 7 unconnected molecules or ions with the total composition C24H53BO17P2. The level of theory is ωB97M-V/def2-TZVPD.

Structure (XYZ):
```
97
Properties=species:S:1:pos:R:3:mulliken_charge:R:1
P 1.618 2.805 0.540 -0.22
P 1.904 1.869 2.470 0.83
O -2.193 3.086 -2.277 -0.35
O 2.933 0.646 -0.754 -0.55
O 0.715 1.012 -1.522 -0.26
O 1.603 -1.199 5.052 -0.68
O 6.262 -2.288 6.592 -0.59
O -1.731 7.441 -3.834 -0.36
O -2.933 -3.802 -5.109 -0.31
O 0.938 2.684 3.465 -0.49
O -3.841 3.847 -1.063 -0.62
O 6.425 -0.339 7.581 -0.38
O 1.336 0.369 2.493 -0.24
O 2.606 -3.125 4.812 -0.30
O -3.338 -5.320 -6.635 -0.57
O -3.131 5.773 -4.062 -0.53
O 3.313 1.946 2.849 -0.61
O 0.207 -1.735 -1.962 -0.72
O 0.251 -3.604 -3.083 -0.37
C -1.680 2.846 -4.651 -1.08
C 2.338 -5.213 3.572 -0.99
C 4.971 1.165 8.842 -0.91
C 0.144 -3.069 4.884 -1.16
C -1.187 8.524 -3.077 -0.42
C 4.376 -0.875 6.299 -0.47
C -4.507 2.523 -2.920 -1.14
C -3.722 -4.339 -6.061 0.75
C -0.557 -5.890 -2.827 -0.80
C 6.003 1.017 7.743 -0.39
C -5.086 -3.743 -6.320 -0.96
C 1.493 -2.396 4.941 0.95
C 5.755 -1.219 6.806 0.54
C 0.588 -4.991 -3.234 -0.45
C 0.382 -2.928 -1.940 0.82
C 2.642 -4.554 4.899 -0.55
C 0.651 -3.664 -0.654 -0.98
C -3.503 3.174 -2.002 1.01
C 0.030 8.105 -2.278 -0.94
C -2.863 6.530 -1.830 -0.99
C -3.194 -2.539 -4.488 -0.35
C -1.655 2.210 -3.276 0.04
C -2.613 6.562 -3.316 0.75
C -4.138 -2.676 -3.311 -1.02
B 1.740 1.330 -0.701 0.53
H 3.650 1.234 -0.483 0.30
H -5.330 -3.902 -7.367 0.31
H 6.909 1.559 8.009 0.31
H 4.241 -1.360 5.343 0.12
H 1.512 -5.221 -2.702 0.39
H -5.119 -3.038 -3.620 0.34
H -3.882 6.202 -1.668 0.33
H 0.070 2.763 3.042 0.32
H -1.145 3.795 -4.636 0.25
H 0.736 0.064 -1.744 0.37
H -4.139 1.634 -3.425 0.27
H 3.637 -1.263 6.998 0.19
H 2.439 -6.295 3.657 0.40
H 1.985 -4.905 5.696 0.38
H 1.225 -3.009 -0.002 0.29
H -0.221 7.348 -1.535 0.26
H -2.737 7.487 -1.328 0.40
H -5.374 2.241 -2.328 0.36
H -0.544 -2.502 5.505 0.32
H 0.784 7.680 -2.940 0.29
H 3.030 -4.854 2.811 0.30
H 4.056 0.621 8.608 0.25
H -0.210 -3.039 3.853 0.26
H -0.303 -3.886 -0.178 0.26
H -2.194 5.797 -1.384 0.19
H -5.155 -2.677 -6.118 0.30
H 0.460 8.963 -1.762 0.36
H -3.548 -1.812 -5.219 0.36
H -0.906 9.268 -3.820 0.32
H 0.260 3.180 0.486 -0.12
H -0.631 2.027 -2.965 0.08
H -2.695 3.058 -4.986 0.28
H 1.209 -4.587 -0.783 0.35
H 0.144 -4.098 5.233 0.38
H 4.717 2.216 8.985 0.34
H -1.206 2.185 -5.378 0.41
H 4.202 0.188 6.152 0.31
H 0.796 -5.110 -4.294 0.33
H -4.809 3.260 -3.664 0.23
H 5.655 1.428 6.795 0.39
H -4.268 -1.714 -2.815 0.33
H 5.361 0.769 9.779 0.29
H -3.736 -3.389 -2.591 0.29
H -1.954 8.978 -2.449 0.37
H -0.802 -5.778 -1.769 0.26
H 1.450 0.088 3.421 0.29
H 1.326 -4.987 3.235 0.24
H -5.817 -4.270 -5.708 0.28
H -0.309 -6.935 -3.012 0.38
H -1.449 -5.634 -3.399 0.13
H -2.163 1.244 -3.257 0.26
H 3.661 -4.779 5.206 0.39
H -2.222 -2.192 -4.140 0.26
```

Properties
HOMO   -0.3400 hartree
Energy   -2933.1372 hartree
Multiplicity   1